The following is a DFT calculation (wB97M-V/def2-TZVPD) of a molecular structure, C34H35F4IN6O2S2Ti.

Structure (XYZ):
```
85
Properties=species:S:1:pos:R:3:lowdin_charge:R:1
Ti 0.2597 -0.4829 0.1007 1.033
C -3.2534 -3.0395 -0.6370 0.004
C -3.5918 -1.8540 0.2193 -0.226
N -4.8755 -1.6938 0.5026 0.149
C -5.2960 -0.6538 1.2124 -0.044
C -4.4410 0.3023 1.7309 -0.112
C -4.9810 1.5142 2.4542 -0.171
O -4.4431 2.7203 1.9007 -0.061
C -3.0689 0.1349 1.4975 -0.068
C -2.1378 1.0878 2.0746 -0.027
N -0.8877 1.1940 1.7974 0.037
C -0.1975 2.2514 2.4327 -0.343
C -0.7634 3.5099 2.6518 -0.021
C -0.0336 4.5047 3.2805 -0.039
C 1.2697 4.2729 3.6976 -0.045
C 1.8577 3.0355 3.4780 -0.111
C 1.1157 2.0630 2.8392 -0.550
I 1.9116 0.1419 2.5164 1.335
C -2.6361 -0.9392 0.7006 -0.205
O -1.3228 -1.0434 0.4168 -0.197
H -4.1695 -3.3715 -1.1168 0.096
H -2.5094 -2.8005 -1.3950 0.070
H -2.8962 -3.8673 -0.0186 0.090
H -6.3682 -0.5891 1.3642 0.133
H -6.0681 1.5073 2.3907 0.132
H -4.7209 1.4730 3.5160 0.135
H -5.1644 3.2515 1.5490 0.105
H -2.5623 1.7536 2.8224 0.132
H -1.7718 3.7148 2.3112 0.117
H -0.4931 5.4695 3.4493 0.123
H 1.8297 5.0543 4.1926 0.123
H 2.8669 2.8357 3.8116 0.112
C -0.2806 -2.8900 2.7099 -0.062
C 0.9935 -3.1014 1.9012 -0.251
N 0.9640 -2.5643 0.5080 -0.246
C 0.1516 -3.4810 -0.3583 -0.217
C 0.7273 -4.8741 -0.6019 -0.034
C 2.3438 -2.4550 -0.0091 -0.189
C 2.3171 -1.8634 -1.4103 -0.163
N 1.2162 -0.9039 -1.4815 -0.118
C 0.9364 -0.3802 -2.7416 -0.151
C -0.3981 -0.2410 -3.1386 -0.154
F -1.3226 -0.7281 -2.2855 0.070
C -0.7867 0.3190 -4.3340 -0.206
F -2.0849 0.4399 -4.6032 0.122
C 0.1667 0.7494 -5.2352 0.111
C 1.4950 0.6091 -4.8867 -0.196
F 2.4391 1.0340 -5.7164 0.133
C 1.8788 0.0587 -3.6747 -0.132
F 3.1818 -0.0120 -3.3840 0.098
H -0.5487 -1.8363 2.7684 0.038
H -0.1136 -3.2476 3.7251 0.099
H -1.1228 -3.4494 2.3027 0.084
H 1.2167 -4.1671 1.8594 0.122
H 1.8276 -2.6375 2.4284 0.061
H -0.0012 -2.9955 -1.3189 0.109
H -0.8165 -3.5807 0.1157 0.080
H 1.6500 -4.8588 -1.1808 0.080
H -0.0072 -5.4343 -1.1799 0.098
H 0.8978 -5.4317 0.3174 0.081
H 2.8519 -3.4212 -0.0104 0.141
H 2.8952 -1.7831 0.6493 0.052
H 2.1685 -2.6425 -2.1650 0.143
H 3.2795 -1.3977 -1.6038 0.095
H -0.1171 1.1735 -6.1881 0.154
C -2.2081 1.8816 -1.1538 -0.041
C -0.8148 2.3250 -0.8936 -0.594
N 0.2608 1.5702 -0.7407 -0.006
C 1.4254 2.3553 -0.7586 -0.289
C 1.1740 3.6918 -0.7555 -0.312
S -0.4929 4.0046 -0.9003 1.174
C 2.8027 1.8953 -1.0120 -0.348
C 3.6276 2.6288 -1.8199 -0.334
S 5.1818 1.9398 -1.8683 1.139
C 4.6306 0.6670 -0.8339 -0.631
N 3.3830 0.7719 -0.4830 0.038
C 5.5645 -0.4278 -0.4388 -0.061
H -2.9130 2.4548 -0.5515 0.091
H -2.3476 0.8293 -0.9582 0.059
H -2.4584 2.0539 -2.2035 0.106
H 1.8970 4.4902 -0.7368 0.098
H 3.3899 3.5181 -2.3806 0.091
H 6.5447 -0.0200 -0.1949 0.088
H 5.7102 -1.1272 -1.2652 0.093
H 5.1864 -0.9662 0.4282 0.078
```

Values from the calculation:
- HOMO energy (Eh) = -0.5045
- total energy (eV) = -112606.370
- energy relative to the best compared isomer or geometry (same formula, charge and spin) (kcal per mole) = 21.2
- LUMO energy (eV) = -6.773
- frontier orbital gap (eV) = 6.956
- charge = +2

The following is a DFT calculation (wB97M-V/def2-TZVPD) of 7 unconnected molecules or ions with the total composition C23H43N3O12.

Structure (XYZ):
```
81
Properties=species:S:1:pos:R:3:lowdin_charge:R:1
C 0.6687 0.6366 -7.8153 -0.116
C 0.7098 0.8047 -6.3030 -0.265
C 0.7591 -0.5534 -5.5958 -0.203
C -0.6329 -1.1521 -5.3270 -0.197
C -0.8619 -1.6068 -3.8746 -0.193
C -1.7252 -2.8589 -3.8113 -0.198
C -1.8208 -3.4990 -2.4098 -0.117
C -1.7698 -2.5468 -1.2499 -0.090
C -2.7179 -1.5253 -1.0625 -0.181
N -3.7642 -1.3342 -1.9723 0.143
C -2.6135 -0.6766 0.0428 -0.034
C -1.5875 -0.8336 0.9774 -0.018
C -0.6650 -1.8552 0.8032 -0.107
N 0.4062 -2.0788 1.7506 0.201
C 0.2631 -3.0486 2.4734 -0.281
O 0.1916 -3.9457 3.2034 0.196
C -0.7602 -2.6903 -0.3085 -0.194
O 0.1623 -3.6973 -0.4457 0.056
C -1.5138 0.0692 2.1607 -0.219
O -1.0098 -0.2857 3.2016 0.125
C -2.1385 1.4226 1.9741 -0.183
O -1.6890 2.5092 2.6398 -0.008
C -1.4269 2.4102 4.0529 -0.150
C 0.0288 2.6502 4.3387 -0.207
N 0.4905 3.8666 3.6653 -0.055
C 1.7948 4.2895 4.1462 -0.189
C 2.8854 3.3069 3.6987 -0.408
C 3.3617 2.3868 4.8221 -0.033
O 4.0296 3.9745 3.1762 -0.062
C -3.1288 1.5357 1.0826 0.101
C -3.5997 0.3907 0.2968 -0.336
O -4.7503 0.3385 -0.0826 0.103
H 0.5667 1.5880 -8.3302 0.068
H -0.1740 0.0193 -8.1025 0.041
H 1.5646 0.1201 -8.1530 0.073
H 1.5409 1.4477 -6.0232 0.098
H -0.2054 1.3205 -6.0146 0.099
H 1.2779 -1.2297 -6.2731 0.103
H 1.3502 -0.5010 -4.6850 0.097
H -0.7463 -2.0284 -5.9615 0.092
H -1.4189 -0.4713 -5.6437 0.110
H 0.1042 -1.7730 -3.4040 0.110
H -1.3777 -0.7989 -3.3601 0.111
H -2.7018 -2.6363 -4.2378 0.103
H -1.2879 -3.5993 -4.4774 0.112
H -1.0180 -4.2163 -2.3250 0.108
H -2.7521 -4.0650 -2.3382 0.126
H -3.6460 -1.8659 -2.8175 0.058
H -4.6857 -1.4683 -1.5865 0.101
H 1.0268 -3.2753 -0.3460 0.079
H -2.0017 3.2034 4.5332 0.128
H -1.7683 1.4762 4.4750 0.120
H 0.6419 1.8116 4.0207 0.110
H 0.1817 2.7432 5.4176 0.107
H -0.1785 4.6097 3.8234 0.111
H 1.8237 4.4210 5.2341 0.118
H 2.0246 5.2612 3.7120 0.119
H 2.4337 2.7156 2.9011 0.133
H 3.2912 1.3508 4.5110 0.073
H 2.6876 2.4942 5.6618 0.046
H 4.3767 2.6417 5.0996 0.081
H 3.7526 4.6858 2.5888 0.069
H -3.6103 2.4869 0.9226 0.137
O -1.4839 -1.9658 -8.7242 -0.057
H -1.1471 -2.1948 -9.5961 0.041
H -2.1862 -1.3310 -8.8975 0.040
O 1.4154 -1.8517 5.4885 -0.045
H 1.3500 -1.1718 4.8087 0.029
H 0.8355 -2.5568 5.1804 0.022
O -2.7662 -4.6510 4.1638 -0.055
H -1.8162 -4.5759 4.0251 -0.005
H -3.0377 -5.3796 3.5982 0.034
O 1.1123 0.9603 6.9008 -0.054
H 0.8522 1.2220 7.7902 0.045
H 1.3777 0.0366 6.9931 0.025
O 5.5720 5.6627 1.4772 -0.060
H 5.7648 5.0994 2.2373 0.023
H 6.3800 6.1614 1.3281 0.036
O 2.6523 -2.1537 -1.3008 -0.041
H 3.2087 -2.1557 -0.5140 0.049
H 3.2683 -2.0270 -2.0286 0.047
```

Values from the calculation:
- HOMO energy (Eh) = -0.3149
- total energy (eV) = -53587.943
- SMILES = CCCCCCCc1c(N)c2c(c(N=C=O)c1O)C(=O)C(OCCNC[C@H](C)O)=CC2=O.O.O.O.O.O.O
- LUMO energy (eV) = -0.724
- frontier orbital gap (eV) = 7.844
- charge = 0